Molecular formula: C2H3NO3
Method: DFT, ωB97M-V with the def2-TZVPD basis set

Geometry as ORCA input:
```
! wB97M-V def2-TZVPD RIJCOSX def2/J DEFGRID3
* xyz 0 1
O -2.0705 -0.8377 -0.1158
C -1.5355 0.2219 -0.0140
C -0.0959 0.5233 0.0602
O 0.4733 1.5774 0.0474
N 0.7091 -0.7688 0.2065
O 2.0343 -0.5167 0.0367
H -2.1936 1.0866 -0.0123
H 0.4945 -1.7189 0.0871
H 2.1843 0.4329 -0.2958
*
```

structure (SMILES)	O=CC(=O)NO
energy above the lowest of the compared OMol25 structures with the same formula, charge and spin	363.0	kJ/mol
largest force on an atom	6.36	eV/Å
DFT total energy	-358.39141	hartree
LUMO	-0.0290	Ha
HOMO-LUMO gap	8.5	eV

Results of the Mulliken charge analysis, in e, for atoms 1 through 5: atom 1 (O): -0.43, atom 2 (C): -0.05, atom 3 (C): 0.53, atom 4 (O): -0.55, atom 5 (N): -0.05